(1)
Entry from OMol25: 17 unconnected molecules or ions with the total composition C24H69N19O20 (ωB97M-V/def2-TZVPD).

```
132
Properties=species:S:1:pos:R:3:forces:R:3
C 0.976 1.109 1.473 0.71 1.19 -3.24
C 0.439 -0.162 1.490 -0.90 0.50 1.54
C 0.491 -0.981 0.213 -0.20 -3.76 -1.37
O 0.134 -2.227 0.113 -0.33 1.54 1.96
C 1.016 -0.514 -0.976 1.04 3.18 0.51
C 1.516 0.820 -1.071 0.32 0.74 -1.56
C 1.471 1.744 0.249 0.40 -1.36 2.46
O 2.012 2.874 0.401 -0.94 -1.05 -1.16
O 2.007 1.281 -2.165 -1.11 -0.31 3.06
O -0.105 -0.521 2.580 0.14 -1.19 -1.08
H 0.889 1.730 2.352 0.24 0.02 -0.03
H 1.085 -1.166 -1.834 -0.14 0.11 -0.07
C 2.434 -2.511 4.397 2.26 -2.45 2.39
O 3.288 -2.965 5.187 -0.38 0.82 -0.75
N 1.178 -2.321 4.715 -2.57 0.75 0.66
N 2.622 -2.326 3.103 1.28 0.43 -1.68
H 0.821 -2.430 5.653 0.16 0.25 -0.43
H 0.686 -1.882 3.950 -1.16 0.22 0.85
H 3.524 -2.624 2.760 -0.46 0.24 -0.51
H 1.801 -2.103 2.558 0.74 -0.20 -0.59
C -0.289 -5.922 1.163 -1.56 -3.73 2.17
O -0.810 -7.013 1.336 -0.60 -0.50 0.83
N 0.063 -5.006 2.025 0.34 2.22 3.49
N 0.120 -5.532 0.028 1.65 1.52 -6.58
H -0.168 -5.060 3.007 -0.02 0.12 -0.37
H 0.221 -4.124 1.559 -0.05 0.47 1.11
H 0.826 -4.810 0.041 -0.08 -0.19 -1.00
H -0.074 -6.086 -0.794 0.36 0.13 0.33
C 2.022 5.489 2.751 -1.22 2.25 1.67
O 1.987 6.460 3.486 0.58 1.21 1.15
N 1.222 4.474 2.938 -1.93 -2.83 0.46
N 2.706 5.437 1.660 2.81 0.16 -3.12
H 1.307 3.723 2.269 -0.34 -0.31 0.51
H 0.722 4.423 3.814 0.15 -0.29 -0.30
H 3.330 6.212 1.486 -0.21 -0.36 -0.24
H 2.643 4.640 1.042 0.37 0.35 -0.01
C 5.723 2.229 0.542 3.64 0.87 -2.22
O 5.956 2.210 -0.647 0.53 -0.44 -1.83
N 4.614 2.244 1.090 -8.68 0.01 1.93
N 6.618 2.393 1.491 3.82 0.09 1.21
H 4.500 2.379 2.085 -0.25 -0.19 -0.38
H 3.799 2.464 0.536 0.08 -0.28 0.06
H 6.251 2.325 2.430 1.35 0.01 -0.04
H 7.570 2.391 1.153 0.04 -0.14 0.98
C -0.447 -3.213 -3.624 -0.10 -0.14 -0.84
O 0.174 -2.237 -3.992 0.63 0.48 0.31
N -0.857 -4.102 -4.530 -0.35 -1.37 -1.62
N -0.754 -3.526 -2.382 -0.55 0.19 1.95
H -1.549 -4.810 -4.329 0.37 0.16 -0.26
H -0.420 -4.002 -5.436 -0.47 -0.23 0.09
H -1.237 -4.381 -2.147 0.05 0.35 0.08
H -0.759 -2.764 -1.719 0.27 -0.29 0.51
C 0.579 5.598 -1.501 4.35 -1.93 -2.06
O 0.476 6.515 -2.246 -1.33 2.58 -1.94
N 1.481 4.585 -1.646 1.49 -0.42 -2.02
N 0.080 5.369 -0.357 -4.20 0.24 5.45
H 2.099 4.567 -2.445 -0.20 0.08 0.02
H 1.715 3.999 -0.857 0.27 -0.01 -0.74
H 0.435 4.521 0.061 -1.06 0.56 0.74
H -0.670 5.935 0.014 0.28 -0.33 0.21
C 4.893 -0.556 -3.671 2.79 0.39 0.19
O 6.126 -0.613 -3.789 -0.02 -0.68 -0.83
N 4.028 -1.069 -4.522 -0.65 -0.84 -1.03
N 4.422 0.069 -2.617 -0.59 1.11 2.62
H 4.474 -1.424 -5.356 -0.80 0.04 0.01
H 3.054 -0.850 -4.370 -0.15 -0.18 -0.85
H 3.491 0.428 -2.458 0.00 -0.06 -0.45
H 5.165 0.467 -2.060 -0.16 0.31 0.11
C 3.781 -3.758 -0.951 2.52 -0.25 -0.22
O 4.436 -4.778 -0.781 0.27 -0.34 0.58
N 4.259 -2.521 -0.714 0.50 1.09 1.11
N 2.630 -3.788 -1.573 -3.85 -0.34 -1.53
H 5.163 -2.418 -0.274 -0.27 -0.21 -0.19
H 3.765 -1.668 -0.931 0.07 -0.24 -0.18
H 2.283 -4.661 -1.943 0.39 0.10 0.30
H 1.968 -3.028 -1.639 0.36 0.08 0.16
C -3.439 -3.781 1.449 -0.37 -1.24 -0.93
O -3.390 -4.925 1.035 -0.01 -0.56 0.25
N -4.497 -3.312 2.173 -1.49 -0.35 0.82
N -2.561 -2.833 1.173 0.20 2.32 0.36
H -5.215 -3.989 2.387 0.23 0.23 -0.12
H -4.662 -2.359 2.467 0.37 -0.29 -0.04
H -1.644 -2.851 0.749 0.08 -0.34 0.00
H -2.959 -1.948 1.453 1.08 0.39 -0.23
C -2.702 0.877 0.201 -0.68 1.14 0.15
C -3.255 0.727 -1.246 0.43 -0.95 1.79
C -3.438 -0.790 -1.519 0.16 -0.12 0.27
C -4.790 -1.392 -1.168 -0.57 0.36 0.51
C -5.977 -0.497 -1.681 3.18 -1.69 0.36
C -5.795 0.932 -1.174 -2.47 -0.11 -1.25
N -4.505 1.511 -1.413 1.11 -2.70 -1.37
O -4.392 2.838 -1.066 0.05 0.68 0.55
C -6.787 1.617 -2.166 0.51 1.28 0.95
C -6.395 1.034 0.232 0.39 1.22 0.36
C -2.179 1.161 -2.213 -0.40 0.83 -0.41
H -1.990 0.124 0.538 0.14 0.16 -0.37
H -3.473 0.961 0.966 -0.42 -0.49 -0.02
H -2.301 1.890 0.234 0.66 -0.06 0.18
H -3.031 -1.092 -2.484 -0.87 0.42 -0.76
H -2.658 -1.277 -0.933 -0.16 -0.01 0.52
H -4.903 -1.464 -0.086 0.19 0.22 0.33
H -4.790 -2.448 -1.440 -0.37 0.03 -0.53
H -6.935 -0.890 -1.339 0.01 0.10 -0.28
H -5.852 -0.507 -2.764 -0.53 0.01 -0.12
H -6.524 1.451 -3.210 -0.02 -0.32 0.14
H -7.800 1.293 -1.927 -0.08 0.16 -0.28
H -6.663 2.687 -1.998 -0.58 0.25 -0.01
H -7.449 0.757 0.253 0.16 -0.58 0.00
H -5.797 0.558 1.009 -0.18 -0.42 -0.10
H -6.432 2.081 0.533 0.22 0.28 -0.04
H -2.744 1.183 -3.145 0.70 0.12 -0.54
H -1.306 0.510 -2.265 -0.30 -0.37 -0.02
H -1.753 2.140 -1.992 -0.27 0.28 -0.03
H -4.273 3.265 -1.918 0.08 0.35 -0.04
O -1.141 2.052 3.553 -0.54 0.42 0.41
H -1.493 2.674 2.916 -0.19 0.24 -0.17
H -0.668 1.409 3.025 0.09 -0.84 -0.12
O -2.346 -0.668 4.572 -0.53 -0.33 0.34
H -2.164 0.267 4.484 0.19 0.37 -0.12
H -1.874 -1.074 3.845 0.37 -0.04 -0.32
O 2.353 3.301 -3.900 0.26 0.64 -0.83
H 3.242 3.012 -4.110 0.21 -0.18 -0.09
H 2.093 2.756 -3.157 -0.13 -0.46 0.35
O 3.450 1.201 3.320 0.37 0.21 0.59
H 3.230 0.948 4.216 0.07 -0.21 0.31
H 2.623 1.138 2.843 -0.32 -0.23 -0.51
O 0.937 0.183 -4.389 0.23 0.30 -0.75
H 1.260 0.590 -3.585 0.20 0.48 0.32
H 0.751 -0.723 -4.142 -0.37 -0.32 -0.05
O 0.582 2.455 5.686 0.36 0.25 0.69
H -0.224 2.516 5.173 -0.31 -0.19 -0.39
H 1.220 2.072 5.084 0.10 -0.05 -0.16
```
Forces are in eV/Å.

Its molecular weight is 943.93 g/mol. The value obtained for the HOMO energy is -4.89 eV. As for the charge: -2. Its LUMO energy is 2.37 eV. The value obtained for the HOMO-LUMO gap is 0.2668 Ha. The value obtained for the maximum force is 8.892 eV Å⁻¹.

***

(2)
Entry from OMol25: 2 unconnected molecules or ions with the total composition C2F7NS (ωB97M-V/def2-TZVPD).

```
11
Properties=species:S:1:pos:R:3:forces:R:3
C 0.000 1.332 -0.462 -0.71 -2.65 0.03
C -1.416 -0.838 0.577 -1.42 -1.04 -2.83
N 3.677 -1.274 0.146 0.74 -0.50 1.70
F 1.253 1.712 -0.646 -0.24 0.73 0.00
F -0.822 1.834 -1.376 0.59 0.19 -0.18
F -0.490 1.663 0.718 0.95 1.21 0.45
F -1.019 -1.141 1.738 0.88 -0.41 3.18
F -2.285 0.164 0.635 -0.15 -0.12 -0.22
F -2.143 -1.944 0.139 0.90 1.04 -0.14
F 3.184 -0.940 -0.971 -0.68 0.51 -1.72
S 0.062 -0.568 -0.499 -0.84 1.02 -0.27
```
Forces are in eV/Å.

Its molecular weight is 203.08 g/mol. The value obtained for the HOMO energy (alpha / beta) is -10.62 / -10.62 eV. Its LUMO energy (alpha / beta) is -0.74 / -0.73 eV. The value obtained for the HOMO-LUMO gap (alpha / beta) is 0.3632 / 0.3632 Ha. The value obtained for the maximum force is 3.332 eV Å⁻¹. For the energy relative to the best compared isomer or geometry (same formula, charge and spin), the calculation gives 70.6 kJ/mol.

***

(3)
Entry from OMol25: C3H7BO in the gas phase (ωB97M-V/def2-TZVPD).

```
12
Properties=species:S:1:pos:R:3:forces:R:3
B 2.997 0.061 0.085 -2.88 2.72 1.72
O 1.774 -0.502 -0.161 0.95 -1.23 -0.73
C 0.534 -0.044 0.149 -2.45 1.62 0.25
C -0.682 -0.647 -0.139 4.38 3.58 2.06
C -2.036 -0.053 0.076 1.11 -1.73 -0.36
H 3.898 -0.216 -0.538 1.28 -0.87 -0.59
H 2.959 1.116 0.870 0.28 -1.67 -1.04
H 0.622 1.037 0.528 -0.61 -1.67 -0.14
H -0.674 -1.524 -0.664 0.16 -2.41 -1.11
H -2.060 0.863 0.646 -0.06 0.16 0.01
H -2.235 0.057 -0.999 -1.50 0.32 0.52
H -2.530 -0.917 0.585 -0.66 1.17 -0.60
```
Forces are in eV/Å.

Its molecular weight is 69.90 g/mol. The value obtained for the HOMO energy is -8.83 eV. Its LUMO energy is 0.79 eV. The value obtained for the HOMO-LUMO gap is 0.3536 Ha. Its SMILES is BO/C=C/C. The value obtained for the maximum force is 6.023 eV Å⁻¹. For the energy relative to the best compared isomer or geometry (same formula, charge and spin), the calculation gives 95.5 kJ/mol.

***

(4)
Entry from OMol25: C4H7FN2 in the gas phase (ωB97M-V/def2-TZVPD).

```
14
Properties=species:S:1:pos:R:3:forces:R:3
C 1.408 0.872 -0.810 -0.30 0.59 -0.12
C 1.483 -0.236 -0.108 0.09 -0.42 0.26
F 2.600 -0.474 0.626 -0.02 -0.09 0.00
C 0.582 -1.399 -0.109 0.44 -0.79 0.30
N -0.683 -1.487 -0.285 0.61 -0.42 0.09
N -1.471 -0.397 -0.300 -0.64 0.21 -0.18
C -1.354 0.638 0.697 0.39 1.70 0.05
H 0.522 1.080 -1.377 -0.22 -0.13 -0.26
H 2.166 1.635 -0.802 0.28 -0.07 0.10
H 1.119 -2.373 0.001 -0.52 0.86 -0.25
H -2.422 -0.704 -0.402 -0.06 -0.11 -0.01
H -0.709 1.483 0.329 -0.57 -0.69 0.44
H -2.359 1.080 0.910 0.78 -0.58 -0.16
H -0.882 0.282 1.630 -0.26 -0.06 -0.26
```
Forces are in eV/Å.

Its molecular weight is 102.11 g/mol. The value obtained for the HOMO energy is -8.65 eV. Its LUMO energy is 0.82 eV. The value obtained for the HOMO-LUMO gap is 0.3481 Ha. Its SMILES is C=C(F)/C=N\NC. The value obtained for the maximum force is 1.750 eV Å⁻¹. For the energy relative to the best compared isomer or geometry (same formula, charge and spin), the calculation gives 177.4 kJ/mol.